--- a ---
DFT (the ωB97M-V functional and the def2-TZVPD basis) results for a structure of composition C42H38ClFN5O3PSTa.

Atoms and positions in Å:
Ta -0.5135 0.4658 0.7874
C -5.3882 -0.8231 -2.5562
C -4.5739 -1.6567 -1.6364
N -4.7012 -2.9215 -1.4213
N -3.7054 -3.1969 -0.5031
C -2.9853 -2.1423 -0.1584
S -1.6923 -2.0508 0.9225
N -3.5260 -1.1609 -0.8682
N -3.0279 0.1106 -0.7456
H -6.1271 -1.4549 -3.0421
H -4.7579 -0.3626 -3.3182
H -5.9038 -0.0306 -2.0109
H -3.5876 -4.1323 -0.1578
H -3.7594 0.7579 -0.4855
H -2.5473 0.4139 -1.5738
C 3.8833 -5.4578 1.3555
C 2.6087 -5.3661 0.8135
C 1.9723 -4.1318 0.7487
C 2.6130 -2.9881 1.2259
C 3.8998 -3.0799 1.7563
C 4.5287 -4.3163 1.8235
P 1.7255 -1.4066 1.1782
C 3.0552 -0.1680 0.9763
C 3.7224 -0.1761 -0.2535
C 4.7416 0.7313 -0.5079
C 5.0990 1.6597 0.4647
C 4.4371 1.6737 1.6860
C 3.4173 0.7639 1.9448
C 1.1608 -1.0711 2.8547
C 1.6074 -1.6219 4.0496
C 1.0931 -1.1324 5.2465
C 0.1721 -0.0837 5.2417
C -0.2928 0.4393 4.0475
C 0.1647 -0.0816 2.8293
H 4.3779 -6.4212 1.4175
H 2.1119 -6.2537 0.4385
H 0.9739 -4.0537 0.3277
H 4.4080 -2.1894 2.1125
H 5.5270 -4.3882 2.2409
H 3.4327 -0.8909 -1.0212
H 5.2475 0.7173 -1.4694
H 5.8889 2.3761 0.2693
H 4.7130 2.3986 2.4442
H 2.9080 0.7904 2.9004
H 2.3497 -2.4134 4.0474
H 1.4196 -1.5603 6.1877
H -0.1975 0.3148 6.1814
H -1.0231 1.2424 4.0666
F 0.6219 1.9585 0.6863
C 4.3222 -0.6959 -4.4792
C 3.0144 -0.3487 -5.1491
C 2.7904 -0.6146 -6.4907
C 1.5924 -0.2611 -7.0991
Cl 1.3586 -0.5921 -8.7893
C 0.5935 0.3533 -6.3752
C 0.8011 0.6260 -5.0249
C 2.0033 0.2819 -4.4298
O 2.2905 0.5207 -3.1093
C 1.5137 1.4828 -2.4377
C 0.2266 0.9016 -1.8879
O -0.8344 1.4424 -2.1658
O 0.3015 -0.1114 -1.0141
H 4.9364 -1.3166 -5.1303
H 4.1550 -1.2272 -3.5386
H 4.8821 0.2137 -4.2399
H 3.5650 -1.0982 -7.0783
H -0.3417 0.6234 -6.8526
H 0.0148 1.1125 -4.4578
H 1.2758 2.3446 -3.0509
H 2.0972 1.8015 -1.5762
C -2.0209 5.7405 1.0185
C -2.1778 5.1642 2.2768
C -2.1740 3.7878 2.4172
C -2.0110 2.9682 1.3031
C -1.8612 3.5373 0.0525
C -1.8593 4.9237 -0.0882
N -2.0420 1.5121 1.4976
C -3.2979 1.0131 2.0346
C -4.5002 1.6194 1.6713
C -5.7059 1.1491 2.1727
C -5.7321 0.0564 3.0344
C -4.5376 -0.5531 3.3872
C -3.3283 -0.0789 2.8919
H -2.0303 6.8191 0.9051
H -2.3098 5.7911 3.1535
H -2.3053 3.3345 3.3957
H -1.7589 2.9155 -0.8241
H -1.7388 5.3578 -1.0745
H -4.4923 2.4789 1.0080
H -6.6291 1.6487 1.8973
H -6.6729 -0.3082 3.4335
H -4.5362 -1.4000 4.0681
H -2.4083 -0.5452 3.2013

As for the spin multiplicity: 1. The value obtained for the LUMO energy is -3.490 eV. As for the charge: +1. The HOMO energy is -10.313 eV.

--- b ---
DFT (the ωB97M-V functional and the def2-TZVPD basis) results for a structure of composition C42H38ClFN5O3PSTa.

Atoms and positions in Å:
Ta -0.6487 0.0759 0.1491
C -0.2388 2.6842 -4.7372
C 0.7725 1.9245 -3.9703
N 2.0087 1.7232 -4.2920
N 2.5178 0.9569 -3.2805
C 1.6265 0.6754 -2.3366
S 1.7476 -0.2268 -0.9066
N 0.5092 1.2929 -2.7668
N -0.6951 1.1581 -2.0835
H 0.2271 3.0818 -5.6342
H -0.6374 3.5095 -4.1456
H -1.0651 2.0314 -5.0248
H 3.4815 0.6654 -3.3083
H -1.3505 0.6784 -2.7039
H -1.1059 2.0657 -1.8109
C 5.1805 2.4286 3.0422
C 4.5563 2.5665 1.8111
C 3.3438 1.9362 1.5734
C 2.7478 1.1683 2.5699
C 3.3733 1.0447 3.8118
C 4.5888 1.6673 4.0429
P 1.1517 0.3624 2.2779
C 0.2393 0.6068 3.8304
C -0.0077 1.9195 4.2371
C -0.7671 2.1652 5.3693
C -1.2926 1.1065 6.0994
C -1.0592 -0.1974 5.6911
C -0.2993 -0.4508 4.5567
C 1.2310 -1.4222 2.0570
C 1.9461 -2.4125 2.7150
C 1.6078 -3.7355 2.4764
C 0.5492 -4.0373 1.6203
C -0.1434 -3.0362 0.9550
C 0.2115 -1.6921 1.1305
H 6.1262 2.9209 3.2264
H 5.0109 3.1718 1.0377
H 2.8482 2.0546 0.6169
H 2.8972 0.4777 4.6029
H 5.0705 1.5670 5.0064
H 0.3884 2.7514 3.6650
H -0.9485 3.1856 5.6817
H -1.8863 1.2993 6.9830
H -1.4704 -1.0242 6.2551
H -0.1301 -1.4724 4.2414
H 2.7365 -2.1538 3.4096
H 2.1450 -4.5328 2.9728
H 0.2693 -5.0721 1.4679
H -0.9531 -3.3099 0.2911
F -1.9517 0.2189 1.4679
C 2.2448 4.7440 2.8696
C 1.7360 5.3560 1.5958
C 2.5416 6.1616 0.8101
C 2.0634 6.7080 -0.3745
Cl 3.1074 7.7044 -1.3383
C 0.7725 6.4603 -0.7891
C -0.0545 5.6554 -0.0110
C 0.4230 5.1154 1.1730
O -0.3142 4.3140 2.0064
C -1.5788 3.8790 1.5591
C -1.4330 3.0001 0.3236
O -2.1542 3.1046 -0.6613
O -0.4662 2.1288 0.4170
H 3.2885 5.0085 3.0310
H 2.1708 3.6547 2.8353
H 1.6644 5.0832 3.7296
H 3.5585 6.3667 1.1186
H 0.4037 6.8934 -1.7084
H -1.0642 5.4712 -0.3500
H -2.2712 4.6978 1.3621
H -1.9717 3.2548 2.3640
C -5.9894 -1.3298 0.0187
C -5.2156 -2.4814 -0.0197
C -3.8670 -2.4077 -0.3313
C -3.2866 -1.1775 -0.6070
C -4.0639 -0.0247 -0.5824
C -5.4113 -0.1006 -0.2633
N -1.8803 -1.0914 -0.9339
C -1.5605 -1.6146 -2.2238
C -2.3921 -1.3366 -3.3163
C -2.0382 -1.7456 -4.5925
C -0.8552 -2.4434 -4.8049
C -0.0451 -2.7486 -3.7225
C -0.3931 -2.3448 -2.4396
H -7.0408 -1.3915 0.2648
H -5.6640 -3.4418 0.1968
H -3.2621 -3.3054 -0.3707
H -3.6152 0.9397 -0.8038
H -6.0086 0.8011 -0.2408
H -3.3318 -0.8210 -3.1514
H -2.6973 -1.5294 -5.4233
H -0.5829 -2.7668 -5.8003
H 0.8605 -3.3236 -3.8684
H 0.2331 -2.6104 -1.6017

As for the spin multiplicity: 1. The value obtained for the LUMO energy is -3.195 eV. As for the charge: +1. The HOMO energy is -10.493 eV.

Of them, b has the highest stability.

--- a ---
DFT (the ωB97M-V functional and the def2-TZVPD basis) results for the ion C4H7IN with charge +1.

Atoms and positions in Å:
C -1.1664 -1.5433 0.5076
C -0.3177 -0.8061 -0.2885
C -0.2606 0.5787 0.0292
C 1.6171 1.4676 0.7615
N 0.7107 1.5482 -0.4045
I 1.2682 2.9009 2.1736
H -1.0983 -2.6956 0.2860
H -1.7091 -1.1996 1.3689
H 0.4508 -1.3301 -1.0413
H -0.9412 1.0145 0.8570
H 1.8170 0.4065 0.9038
H 1.1107 1.4196 -1.3325
H 0.2547 2.4832 -0.5370

As for the spin multiplicity: 1. The value obtained for the LUMO energy (spin up / spin down) is -4.932 / -5.305 eV. As for the charge: +1. The HOMO energy (spin up / spin down) is -12.983 / -12.602 eV.

--- b ---
DFT (the ωB97M-V functional and the def2-TZVPD basis) results for a structure of composition C4H7IN.

Atoms and positions in Å:
C 1.0487 1.0374 -0.0669
C -1.5584 -0.3360 0.7995
C 0.0277 0.3247 -0.2659
C 1.9590 2.0287 0.4661
N -1.3586 -1.8586 0.8153
I -3.2942 0.2859 -0.2136
H -0.2888 -0.2586 -1.1440
H 2.9848 1.5991 0.6415
H 1.5325 2.3739 1.4315
H 1.9970 2.8431 -0.2330
H -0.5597 -1.9087 0.1562
H -2.1828 -2.3016 0.3250
H -1.1933 -2.0216 1.8448

As for the spin multiplicity: 1. The value obtained for the LUMO energy (spin up / spin down) is -5.544 / -5.416 eV. As for the charge: +1. The HOMO energy (spin up / spin down) is -12.359 / -12.841 eV.

Of them, a has the highest stability.

--- a ---
DFT (the ωB97M-V functional and the def2-TZVPD basis) results for a cluster of 2 separate species, C8H16N4 in total.

Atoms and positions in Å:
C -1.3949 0.5888 0.6398
C -0.2804 1.2374 0.1433
C -0.1731 -2.5998 2.1101
C 0.3163 2.5589 0.5070
C 1.3789 0.8390 -1.6599
C 1.6272 2.3420 -1.5640
C -1.5641 -0.5496 -0.1499
C -1.5813 -3.7879 0.6762
N -0.6060 -0.5414 -1.0833
N 0.1939 0.5284 -0.9014
N -0.8463 -2.6140 1.0510
N 1.6471 2.7470 -0.1323
H -2.0155 0.8929 1.4572
H -0.0733 -3.4603 2.7729
H 0.3431 -1.6949 2.3955
H -0.3583 3.3521 0.1592
H 0.3958 2.6527 1.5941
H 1.2408 0.5570 -2.7077
H 2.2363 0.2724 -1.2726
H 2.5768 2.5918 -2.0411
H 0.8296 2.8945 -2.0697
H -2.3739 -1.2514 -0.1647
H -2.6419 -3.6071 0.8632
H -1.2809 -4.6741 1.2413
H -1.4495 -3.9699 -0.3897
H -0.4295 -1.2407 -1.7956
H 1.9209 3.7371 -0.0474
H 2.3625 2.1989 0.3688

As for the spin multiplicity: 1. The value obtained for the LUMO energy is -6.991 eV. As for the charge: +2. The HOMO energy is -15.587 eV.

--- b ---
DFT (the ωB97M-V functional and the def2-TZVPD basis) results for the ion C8H16N4 with charge +2.

Atoms and positions in Å:
C -1.0373 -0.8089 -0.7192
C -0.6507 -2.0712 0.0587
C 1.0072 -0.6696 1.5872
C -2.1465 -0.1678 -0.3942
C 1.9609 0.1170 -0.5835
C 2.2489 1.3240 -1.3797
C -4.4766 0.8202 -0.1292
C 1.5913 1.5974 1.3439
N -3.0788 0.5397 -0.1505
N 1.4921 0.2665 0.7873
N 0.3033 -1.7322 1.2028
N 2.0457 -1.0914 -1.1196
H -0.4123 -0.4801 -1.5081
H -1.4700 -2.5873 0.3904
H 0.8847 -0.5215 2.6375
H 2.9413 2.0581 -0.8598
H 1.3750 1.8521 -1.5239
H 2.6207 1.0380 -2.3993
H -4.9544 -0.1972 -0.1060
H -4.7195 1.1856 -1.1575
H -4.8121 1.5647 0.4770
H 2.5627 2.0616 1.2097
H 0.9541 2.4150 0.9072
H 1.3987 1.5675 2.5177
H -0.1612 -2.1926 1.9871
H 2.4714 -1.0901 -2.0357
H -0.0526 -2.8564 -0.5440
H 2.1139 -1.9411 -0.4965

As for the spin multiplicity: 1. The value obtained for the LUMO energy (spin up / spin down) is -8.960 / -8.960 eV. The SMILES is CN=C=CC/[NH+]=C\N(C)C(C)=[NH2+]. As for the charge: +2. The HOMO energy (spin up / spin down) is -15.109 / -15.110 eV.

Of them, a has the highest stability.